The following is a DFT calculation (wB97M-V/def2-TZVPD) of a 9-piece molecular cluster, C63H67N10O16 overall in a non-equilibrium geometry.

The calculation puts the energy at -4191.27338 hartree. Its total charge is +1. Its LUMO energy is -0.17802 hartree. For the HOMO-LUMO gap, the calculation gives 5.702 eV.

Last column: Löwdin charge in e.
Geometry (Å):
1 C -2.634 -1.498 -0.065  -0.10
2 C -1.999 -1.488 -1.468  -0.24
3 C -1.545 -0.083 -1.926  -0.21
4 C -2.455 0.530 -2.994  -0.20
5 C -3.914 0.683 -2.522  -0.19
6 C -4.294 2.152 -2.183  -0.18
7 C -5.155 2.297 -0.922  -0.22
8 C -6.429 1.476 -0.940  -0.20
9 C -7.546 2.088 -1.811  -0.18
10 C -8.896 2.012 -1.086  -0.17
11 C -10.076 1.808 -2.058  -0.13
12 C -10.327 0.382 -2.377  -0.17
13 C -10.577 -0.570 -1.443  0.06
14 C -10.838 -1.886 -1.789  -0.03
15 N -10.843 -2.284 -3.046  0.13
16 N -10.571 -1.345 -3.916  0.06
17 C -10.325 -0.066 -3.682  0.06
18 H -2.914 -0.497 0.248  0.06
19 H -1.990 -1.936 0.689  0.06
20 H -3.565 -2.063 -0.087  0.07
21 H -1.116 -2.116 -1.445  0.06
22 H -2.693 -1.871 -2.209  0.10
23 H -1.505 0.613 -1.086  0.09
24 H -0.544 -0.173 -2.342  0.10
25 H -2.023 1.498 -3.237  0.10
26 H -2.404 -0.048 -3.913  0.11
27 H -4.587 0.291 -3.281  0.10
28 H -4.096 0.087 -1.632  0.08
29 H -4.741 2.628 -3.056  0.11
30 H -3.361 2.675 -1.985  0.10
31 H -5.402 3.345 -0.828  0.09
32 H -4.573 1.998 -0.054  0.10
33 H -6.264 0.439 -1.229  0.11
34 H -6.807 1.455 0.080  0.10
35 H -7.313 3.127 -2.022  0.12
36 H -7.593 1.597 -2.783  0.11
37 H -9.060 2.944 -0.559  0.12
38 H -8.914 1.196 -0.373  0.10
39 H -9.942 2.362 -2.984  0.12
40 H -10.977 2.196 -1.584  0.14
41 H -10.574 -0.306 -0.397  0.14
42 H -11.058 -2.632 -1.047  0.13
43 H -10.563 -1.649 -4.886  0.19
44 H -10.130 0.589 -4.511  0.16
45 C -2.647 7.144 3.168  -0.06
46 C -3.705 7.327 2.290  -0.06
47 C -4.497 6.253 1.924  0.00
48 C -4.215 5.004 2.452  -0.14
49 C -3.164 4.803 3.324  0.00
50 C -2.373 5.884 3.681  -0.05
51 N -5.056 3.862 2.072  -0.34
52 O -5.950 4.057 1.275  0.05
53 O -4.798 2.777 2.551  0.09
54 H -2.033 7.987 3.454  0.11
55 H -3.915 8.310 1.891  0.11
56 H -5.320 6.392 1.237  0.12
57 H -2.952 3.824 3.729  0.10
58 H -1.546 5.742 4.363  0.11
59 C 2.015 3.186 0.211  -0.07
60 C 2.457 3.744 1.404  -0.05
61 C 1.710 3.596 2.557  0.00
62 C 0.527 2.888 2.500  -0.15
63 C 0.064 2.331 1.322  0.00
64 C 0.817 2.484 0.170  -0.07
65 N -0.253 2.713 3.727  -0.35
66 O 0.164 3.228 4.745  0.07
67 O -1.276 2.065 3.656  0.07
68 H 2.607 3.296 -0.687  0.11
69 H 3.389 4.292 1.437  0.11
70 H 2.053 4.027 3.486  0.12
71 H -0.867 1.782 1.297  0.11
72 H 0.473 2.051 -0.760  0.10
73 C 1.879 -3.431 0.085  -0.07
74 C 3.240 -3.691 0.072  -0.06
75 C 4.145 -2.649 0.099  -0.01
76 C 3.674 -1.356 0.145  -0.15
77 C 2.316 -1.070 0.159  0.01
78 C 1.417 -2.122 0.129  -0.06
79 N 4.643 -0.256 0.197  -0.35
80 O 5.824 -0.537 0.168  0.08
81 O 4.211 0.875 0.269  0.07
82 H 1.173 -4.251 0.067  0.11
83 H 3.597 -4.711 0.046  0.11
84 H 5.205 -2.850 0.093  0.12
85 H 1.964 -0.050 0.197  0.10
86 H 0.355 -1.922 0.141  0.09
87 C 5.310 1.715 5.764  -0.06
88 C 6.082 0.706 5.203  -0.05
89 C 5.473 -0.397 4.628  0.01
90 C 4.093 -0.468 4.619  -0.15
91 C 3.306 0.525 5.176  -0.01
92 C 3.923 1.622 5.754  -0.07
93 N 3.443 -1.622 3.982  -0.35
94 O 4.155 -2.487 3.514  0.08
95 O 2.228 -1.637 3.945  0.07
96 H 5.789 2.578 6.209  0.11
97 H 7.159 0.778 5.210  0.08
98 H 6.073 -1.183 4.191  0.11
99 H 2.229 0.451 5.162  0.12
100 H 3.323 2.407 6.192  0.11
101 C 11.330 2.076 1.365  -0.06
102 C 10.754 0.924 0.845  -0.06
103 C 10.098 0.038 1.682  0.00
104 C 10.028 0.325 3.033  -0.14
105 C 10.600 1.464 3.570  0.00
106 C 11.256 2.343 2.725  -0.06
107 N 9.314 -0.601 3.919  -0.33
108 O 8.837 -1.602 3.433  0.10
109 O 9.230 -0.308 5.102  0.02
110 H 11.838 2.769 0.706  0.11
111 H 10.813 0.718 -0.215  0.11
112 H 9.648 -0.859 1.281  0.12
113 H 10.538 1.670 4.628  0.12
114 H 11.708 3.239 3.128  0.11
115 C -1.995 -5.677 -6.231  -0.07
116 C -1.140 -4.839 -6.933  -0.08
117 C -0.276 -4.000 -6.249  0.01
118 C -0.281 -4.017 -4.868  -0.14
119 C -1.132 -4.838 -4.150  -0.01
120 C -1.995 -5.673 -4.842  -0.07
121 N 0.656 -3.147 -4.139  -0.34
122 O 1.380 -2.426 -4.791  0.09
123 O 0.653 -3.206 -2.925  0.06
124 H -2.663 -6.337 -6.769  0.11
125 H -1.139 -4.845 -8.009  0.10
126 H 0.392 -3.347 -6.793  0.13
127 H -1.124 -4.835 -3.071  0.12
128 H -2.663 -6.325 -4.297  0.11
129 C 8.093 -1.446 8.928  -0.06
130 C 8.932 -0.659 8.149  -0.06
131 C 9.773 0.261 8.754  0.00
132 C 9.762 0.377 10.132  -0.15
133 C 8.930 -0.394 10.921  -0.01
134 C 8.090 -1.311 10.311  -0.07
135 N 10.669 1.341 10.776  -0.36
136 O 11.373 2.020 10.056  0.07
137 O 10.660 1.401 11.988  0.08
138 H 7.440 -2.168 8.455  0.11
139 H 8.935 -0.760 7.071  0.07
140 H 10.427 0.876 8.154  0.12
141 H 8.932 -0.287 11.996  0.12
142 H 7.434 -1.923 10.915  0.11
143 C -5.380 -5.580 -11.724  -0.07
144 C -4.536 -4.726 -12.421  -0.06
145 C -3.682 -3.878 -11.735  0.00
146 C -3.686 -3.902 -10.352  -0.15
147 C -4.524 -4.741 -9.640  -0.01
148 C -5.376 -5.584 -10.335  -0.07
149 N -2.765 -3.022 -9.619  -0.34
150 O -2.049 -2.288 -10.266  0.09
151 O -2.766 -3.092 -8.404  0.05
152 H -6.041 -6.244 -12.263  0.11
153 H -4.540 -4.723 -13.502  0.11
154 H -3.024 -3.214 -12.274  0.12
155 H -4.516 -4.743 -8.560  0.11
156 H -6.036 -6.248 -9.793  0.11